Molecular formula: C33H41N5SeZn
Method: DFT, the ωB97M-V functional and the def2-TZVPD basis

Geometry as XYZ:
```
81
Properties=species:S:1:pos:R:3:forces:R:3:lowdin_charge:R:1
Zn 0.170785 0.369087 -0.299335 -0.654 0.148 0.768 0.668
N 2.895081 4.291125 1.303580 1.564 0.094 -0.680 0.038
N 0.047420 1.462484 -3.101038 -1.503 1.835 4.244 -0.003
C -2.237956 -0.819279 1.332834 0.706 0.735 0.063 -0.278
C -2.569560 0.488940 1.751116 0.975 -0.528 0.278 -0.264
C -1.452632 1.038198 2.438224 0.237 -1.267 -0.397 -0.269
C -1.388614 2.357303 3.101433 0.076 0.613 0.188 -0.083
H -2.313520 2.923788 2.942229 0.068 -0.010 0.142 0.056
H -0.555167 2.938308 2.697452 -0.172 0.156 0.241 0.024
H -1.201456 2.289803 4.184692 -0.171 -0.045 -0.070 0.071
C -0.397606 0.091777 2.391218 -1.385 -0.274 -0.326 -0.327
C 0.873025 0.167979 3.135340 0.580 0.164 0.376 -0.106
H 0.842474 -0.369073 4.101150 -0.059 -0.059 -0.081 0.072
H 1.133930 1.217254 3.320969 -0.027 -0.325 0.014 0.036
H 1.686703 -0.262678 2.540910 0.055 0.031 0.142 0.027
C -0.869227 -1.064024 1.668752 -0.497 1.181 0.178 -0.339
C -0.194089 -2.382428 1.669111 0.209 -0.556 0.065 -0.099
H 0.895466 -2.284957 1.553030 -0.191 -0.057 0.001 0.050
H -0.565602 -3.029625 0.861102 0.138 0.050 0.107 0.052
H -0.384423 -2.913991 2.619679 0.137 -0.065 -0.131 0.071
C -3.871758 1.167142 1.557568 -0.428 0.166 -0.107 -0.083
H -4.561377 0.981085 2.395846 -0.097 0.071 -0.085 0.066
H -4.367742 0.817732 0.642036 -0.028 0.089 0.109 0.049
H -3.738829 2.253604 1.476818 -0.130 -0.145 -0.034 0.060
C -3.187773 -1.798660 0.759338 -0.311 -0.216 -0.295 -0.069
H -2.666612 -2.670386 0.346933 -0.139 0.076 -0.013 0.056
H -3.784062 -1.352475 -0.049461 -0.030 -0.206 0.040 0.057
H -3.893147 -2.162857 1.525787 0.004 -0.056 -0.155 0.071
C 4.115794 4.531554 0.853578 -0.398 -0.094 -1.005 -0.247
H 4.706103 5.192963 1.491772 0.197 0.117 -0.383 0.074
C 4.600642 4.010755 -0.364757 0.995 0.338 0.487 -0.165
H 5.594655 4.312611 -0.683866 0.012 -0.083 -0.046 0.050
C 3.813664 3.165752 -1.162204 -2.002 -0.083 0.491 -0.144
H 4.080838 2.898009 -2.185710 0.234 -0.054 0.312 0.088
C 2.573553 2.737458 -0.647743 1.141 2.679 -0.541 -0.197
H 1.790955 2.264216 -1.243251 0.460 -0.132 0.140 0.026
C 2.215621 3.296550 0.637106 0.058 -0.385 0.812 -0.475
C 1.390964 2.684942 1.557992 -2.946 -0.446 -1.143 -0.032
H 0.332611 2.536971 1.202941 0.630 -0.256 0.153 -0.011
C -0.503728 0.501891 -2.326481 0.947 -1.475 -2.445 -0.286
C -1.087885 2.154733 -3.545810 1.226 0.241 -2.331 -0.206
H -1.158497 3.253246 -3.640466 0.572 -0.776 -0.862 0.087
C -2.066997 1.258235 -3.761180 -2.019 0.329 -0.868 -0.170
H -2.858162 1.275490 -4.566895 0.980 0.040 1.545 0.115
N -1.776843 0.183412 -2.929278 0.673 0.359 0.449 -0.047
C -2.545340 -0.982494 -2.813326 -0.089 -0.056 -0.025 -0.142
C -3.943199 -0.862374 -2.902507 0.012 -1.201 0.095 -0.206
C -4.719126 -2.038468 -2.974706 0.981 0.440 0.074 -0.022
H -5.797985 -1.958909 -3.081893 0.055 0.001 0.068 0.103
C -4.116549 -3.295023 -2.887696 0.180 0.142 -0.048 -0.298
C -4.955766 -4.529786 -3.056948 -0.122 -0.221 -0.020 -0.081
H -4.540594 -5.372232 -2.489313 -0.144 0.131 -0.096 0.069
H -5.003033 -4.830020 -4.115330 0.006 0.021 0.221 0.073
H -5.984430 -4.344998 -2.722340 0.178 -0.128 -0.027 0.068
C -2.734485 -3.393694 -2.677960 -0.216 0.975 -0.118 -0.015
H -2.286519 -4.382121 -2.553341 0.006 0.294 -0.030 0.109
C -1.927995 -2.234222 -2.646213 -0.670 -0.575 0.017 -0.183
C -0.459370 -2.337399 -2.402615 0.599 -0.574 0.255 -0.068
H 0.130860 -1.796007 -3.151562 -0.157 0.039 0.261 0.083
H -0.136472 -3.387200 -2.412543 -0.181 0.047 -0.057 0.073
H -0.191721 -1.938948 -1.408585 -0.072 -0.145 -0.474 0.037
C -4.581635 0.473307 -2.780470 -0.833 0.671 -0.077 -0.064
H -4.353160 1.150835 -3.610692 -0.241 -0.247 0.516 0.043
H -4.267908 0.970354 -1.847008 -0.002 -0.114 -0.363 0.095
H -5.668542 0.371058 -2.765125 -0.078 -0.122 0.183 0.070
C 3.870085 1.677241 2.835453 -0.421 0.401 -0.061 -0.057
N 4.540567 0.506761 2.339037 -0.185 -0.459 -0.465 -0.109
C 5.665799 0.032496 2.955813 0.154 -0.831 -0.748 -0.071
C 6.083477 -1.046067 2.243123 -0.187 0.573 0.407 -0.079
N 5.192344 -1.210585 1.200003 0.240 -0.200 0.085 -0.159
C 5.354178 -2.223793 0.183035 0.052 -0.158 -0.033 -0.075
C 4.218729 -0.247298 1.221182 0.340 0.312 0.292 -0.577
Se 2.892489 -0.078487 -0.094118 1.039 -0.791 0.753 0.729
H 2.949807 1.809322 2.250810 -0.107 0.283 0.131 0.004
H 4.496394 2.571498 2.720476 -0.087 -0.287 0.035 0.087
H 3.547818 1.544465 3.875419 0.236 -0.087 -0.154 0.097
H 6.053052 0.511807 3.836106 0.043 -0.060 0.012 0.112
H 6.927095 -1.685750 2.397146 0.126 -0.211 -0.051 0.097
H 6.196810 -1.981447 -0.477883 -0.198 0.034 0.061 0.088
H 5.553400 -3.187974 0.664515 -0.069 0.120 -0.066 0.083
H 4.433902 -2.277807 -0.403005 0.124 0.054 0.099 0.025
```
Forces are in eV/Å.

Output
LUMO energy (spin up / spin down) ... 4.299 / 4.310 eV
E_HOMO (spin up / spin down) ... 0.18 / 1.39 eV
Gap between HOMO and LUMO (spin up / spin down) ... 4.1 / 2.9 eV
Charge ... -2

=====

Molecular formula: C43H35N6O4S2Y
Method: DFT, the ωB97M-V functional and the def2-TZVPD basis

Geometry as XYZ:
```
91
Properties=species:S:1:pos:R:3:forces:R:3:lowdin_charge:R:1
Y 0.000000 0.000000 0.000000 1.199 0.081 0.604 1.379
C -2.043000 4.848100 0.200400 0.079 0.768 -0.372 -0.079
O -2.913500 3.845600 -0.314200 0.955 -0.460 0.376 -0.111
C -3.157800 2.875400 0.644000 -1.240 0.450 -0.232 -0.214
C -4.479300 2.880900 1.131600 1.052 -0.393 -0.008 -0.011
C -4.880900 1.958300 2.085300 0.039 -0.338 0.093 -0.106
C -3.963800 1.015700 2.524600 0.370 0.444 -0.504 -0.054
C -2.657700 0.991400 1.991400 -0.190 -0.456 0.566 -0.135
C -1.806900 -0.105500 2.500700 -0.275 -0.115 -0.356 -0.059
N -1.151900 -0.894600 1.719200 1.385 1.433 5.998 -0.149
N -0.484800 -1.891800 2.440600 0.335 -0.189 -0.037 0.093
C 0.701900 -2.086100 1.937300 0.653 -2.957 1.701 -0.510
O 1.293200 -1.521400 0.998200 -0.838 0.077 -1.980 -0.176
C 1.566900 -3.178600 2.546800 -0.488 -0.805 1.176 -0.128
C 2.904700 -3.424000 2.184100 -0.383 0.220 -0.028 -0.032
C 3.640600 -4.455900 2.777500 -0.488 0.278 -0.025 -0.086
C 3.052300 -5.263100 3.748900 -0.051 0.143 -0.096 -0.101
C 1.730300 -5.037800 4.127200 -0.089 0.424 -0.355 -0.087
C 0.997500 -4.005300 3.531100 0.365 -0.272 0.079 -0.036
C -2.174000 1.921700 1.035000 -2.753 0.140 1.225 -0.324
O -0.969500 1.888200 0.593300 0.051 0.562 -1.460 -0.220
H -1.559300 5.339500 -0.649200 -0.074 -0.122 0.067 0.090
H -1.260000 4.487800 0.873300 -0.187 -0.320 -0.140 0.091
H -2.641400 5.601000 0.725200 0.046 -0.038 0.097 0.088
H -5.178100 3.616700 0.750600 0.205 0.048 -0.054 0.116
H -5.895200 1.959500 2.463800 0.022 0.015 0.006 0.095
H -4.259100 0.262700 3.247700 0.118 0.055 0.014 0.107
H -1.809100 -0.258300 3.593100 -0.125 -0.373 -0.473 0.138
H 3.369800 -2.798100 1.425800 -0.095 -0.066 0.111 0.107
H 4.668100 -4.618000 2.470400 -0.077 -0.001 0.056 0.099
H 3.621300 -6.064300 4.207400 -0.025 0.046 -0.023 0.097
H 1.258400 -5.658900 4.880800 0.068 0.021 -0.049 0.097
H -0.035400 -3.838900 3.826100 0.196 0.045 -0.090 0.101
C -3.558100 -2.614400 -1.049300 0.017 -0.190 0.502 0.028
C -2.518500 -1.529800 -1.122500 -1.137 -0.488 -2.249 -0.422
O -1.905900 -1.137700 -0.137500 -2.180 -0.795 -3.717 -0.042
N -2.360100 -1.016100 -2.390800 -0.055 -0.690 1.681 0.125
C -1.296300 -0.069000 -2.662600 -2.075 -3.190 0.151 -0.207
C 0.012900 -0.768100 -2.945700 0.433 -0.970 -1.000 -0.253
C 0.297800 -1.246500 -4.224000 0.093 -0.004 0.508 -0.001
C 1.490400 -1.933900 -4.434200 -0.041 -0.086 -0.234 -0.061
C 2.359000 -2.132600 -3.368100 -0.190 0.278 0.022 -0.049
C 1.997700 -1.632700 -2.129200 0.000 0.037 0.332 -0.082
N 0.850200 -0.960700 -1.897800 -0.093 -2.200 -1.647 -0.004
H -3.571600 -3.042100 -0.042900 0.013 0.134 -0.198 0.098
H -3.322100 -3.408800 -1.762800 -0.112 0.111 0.015 0.092
H -4.543500 -2.196000 -1.271600 0.108 -0.085 -0.041 0.097
H -2.746200 -1.532400 -3.167500 -0.046 0.055 0.141 0.152
H -1.178300 0.609500 -1.810000 -1.180 -0.664 0.084 0.099
H -1.599600 0.533500 -3.525600 -1.141 -1.585 -0.066 0.113
H -0.394800 -1.092500 -5.044600 0.002 0.102 0.085 0.121
H 1.737700 -2.316100 -5.420400 -0.069 0.078 0.122 0.107
H 3.293300 -2.667000 -3.496700 -0.092 0.096 0.076 0.108
H 2.637200 -1.764300 -1.261200 -0.126 -0.038 -0.031 0.114
S 0.715700 3.740600 -6.369600 -0.002 -0.094 0.177 1.053
C -0.672800 3.652000 -7.353900 -0.477 -0.266 0.083 -0.428
C -1.663600 2.897700 -6.775000 0.554 0.172 0.070 -0.183
C -1.267800 2.387900 -5.503200 0.597 0.243 -0.084 -0.120
C 0.017400 2.761000 -5.132500 -0.474 -0.247 0.060 -0.451
C 0.764600 2.428300 -3.898700 0.265 -0.218 0.435 -0.183
C 0.198000 1.645200 -2.902100 1.103 1.817 -0.340 -0.118
N 0.806200 1.290200 -1.742300 -0.145 2.401 -0.073 -0.028
C 2.069300 1.710200 -1.491600 0.248 0.534 -0.599 -0.150
C 2.733500 2.513500 -2.445100 -0.886 -0.097 -0.683 -0.150
C 4.037400 2.962000 -2.213700 1.861 -0.077 1.612 -0.017
C 4.693500 2.620000 -1.039900 -0.092 1.043 -2.048 -0.024
C 4.053200 1.825500 -0.084000 0.614 -0.359 1.291 -0.156
C 4.719400 1.478000 1.107000 -0.133 -0.031 -0.044 0.035
C 4.107700 0.685500 2.082600 0.213 0.275 -0.304 -0.187
C 2.814700 0.281200 1.779500 -0.995 0.145 -0.788 -0.044
N 2.140300 0.594700 0.644600 1.655 0.965 0.834 -0.034
C 2.736000 1.362700 -0.298900 0.849 0.166 0.119 -0.166
C 4.759300 0.289100 3.351300 -0.351 -0.399 0.452 -0.467
C 4.258400 -0.492900 4.383800 0.273 0.329 -0.368 -0.115
C 5.175900 -0.667700 5.461700 0.336 0.399 -0.461 -0.177
C 6.362600 -0.015500 5.233200 -0.402 -0.324 0.261 -0.428
S 6.363500 0.796500 3.734800 -0.064 0.028 -0.122 1.038
C 2.067900 2.860200 -3.636700 0.101 0.285 -0.512 0.003
H -0.697400 4.156900 -8.309900 0.008 -0.055 0.128 0.064
H -2.626400 2.717900 -7.237800 0.105 0.017 0.081 0.100
H -1.917500 1.770000 -4.895800 0.012 0.162 -0.039 0.095
H -0.809500 1.248700 -2.986700 2.849 4.261 -0.593 0.016
H 4.552300 3.581000 -2.945800 -0.212 -0.114 0.051 0.116
H 5.708100 2.978500 -0.877900 -0.173 -0.136 0.100 0.115
H 5.733000 1.842900 1.255100 -0.095 -0.010 -0.053 0.101
H 2.233000 -0.337400 2.456600 0.401 0.336 0.055 0.117
H 3.269200 -0.933800 4.383900 0.062 0.030 -0.088 0.107
H 4.971900 -1.243000 6.356500 -0.011 0.060 -0.131 0.102
H 7.231600 0.023500 5.875800 -0.100 0.011 -0.098 0.063
H 2.594900 3.478700 -4.359300 0.000 -0.049 0.112 0.093
H 0.517500 1.552500 1.234500 0.612 0.550 1.089 0.196
```
Forces are in eV/Å.

Output
LUMO energy (spin up / spin down) ... -0.492 / -0.193 eV
E_HOMO (spin up / spin down) ... -4.87 / -6.62 eV
Gap between HOMO and LUMO (spin up / spin down) ... 4.4 / 6.4 eV
Charge ... 0

=====

Molecular formula: C14H16O
Method: DFT, the ωB97M-V functional and the def2-TZVPD basis

Geometry as XYZ:
```
31
Properties=species:S:1:pos:R:3:forces:R:3:nbo_charge:R:1
C 2.878833 -0.894854 2.054316 0.098 -0.025 0.338 -0.645
C 1.452956 -2.965536 2.494873 -0.268 -0.011 0.316 -0.219
C 1.853441 -1.913160 1.656210 -0.065 -1.229 -0.070 -0.015
C 0.370821 -3.771306 2.175103 0.326 -0.344 -0.898 -0.219
C -0.255282 -3.673762 0.917519 -0.086 0.266 1.106 -0.230
C 1.303740 -1.943928 0.385218 0.147 0.691 -0.384 -0.201
C 0.259964 -2.784766 0.002190 0.150 0.226 0.097 -0.195
H 1.965742 -3.202967 3.422536 0.013 0.451 0.098 0.197
H 0.101311 -4.584014 2.837311 -0.190 0.149 0.172 0.199
H 2.733529 -0.587518 3.088796 -0.261 0.146 0.051 0.213
H 2.816272 -0.011435 1.421039 0.061 -0.013 -0.026 0.223
H -1.193466 -4.190595 0.763486 0.185 -0.292 -0.321 0.206
H 1.688220 -1.222491 -0.325426 -0.166 0.015 -0.060 0.212
H -0.163580 -2.685392 -0.988166 -0.028 0.035 0.000 0.220
H 3.899094 -1.279053 2.053527 0.080 -0.141 -0.358 0.209
C -3.653434 1.956097 -0.157179 0.462 -0.250 0.295 -0.618
C -1.348094 0.994470 -0.509585 0.016 0.244 -0.987 -0.421
C -2.260849 2.026467 -0.788076 -1.343 0.094 1.283 -0.029
C -0.063990 1.131965 -1.155299 0.507 0.100 0.576 -0.404
C 0.293729 2.328115 -1.741174 -0.708 0.341 -0.152 0.298
C -1.961391 3.168983 -1.492915 -0.057 -0.892 -0.352 -0.319
C -0.662556 3.328836 -2.054811 0.761 -0.164 0.109 -0.449
O 1.615957 2.582668 -2.058291 -0.341 0.907 -1.282 -0.722
H -1.655411 0.063046 -0.051273 -0.034 0.025 0.054 0.179
H 0.676608 0.339159 -1.137449 0.076 0.054 0.186 0.159
H -4.320008 2.692198 -0.605419 -0.166 -0.171 -0.174 0.189
H -3.647196 2.172819 0.923146 0.240 0.021 -0.146 0.185
H -2.774602 3.854045 -1.697065 0.122 0.234 -0.035 0.175
H 2.185003 1.975739 -1.615249 0.272 -0.839 0.573 0.453
H -0.477359 4.085347 -2.804279 0.386 0.210 0.219 0.186
H -4.052971 0.936656 -0.229351 -0.189 0.161 -0.229 0.184
```
Forces are in eV/Å.

Output
LUMO energy (spin up / spin down) ... 3.076 / 3.014 eV
Spin multiplicity ... 2
E_HOMO (spin up / spin down) ... 0.77 / -3.30 eV
Gap between HOMO and LUMO (spin up / spin down) ... 2.3 / 6.3 eV
Charge ... -1
Energy above the lowest of the compared OMol25 structures with the same formula, charge and spin ... 12.4 kcal/mol